Below is a structure of composition C32H44BBr33FO4 in a non-equilibrium geometry, with properties calculated with the ωB97M-V functional and the def2-TZVPD basis.

Atoms and positions in Å:
C1 -2.980 -5.954 -0.282
C2 -2.038 -4.923 -1.078
O1 -1.260 -5.351 -1.961
O2 -2.123 -3.552 -0.676
C3 -2.857 -2.804 -1.721
C4 -1.841 -1.683 -2.275
C5 -2.128 -0.205 -1.719
C6 -2.289 -0.123 -0.097
C7 -1.015 0.605 0.595
B1 -1.246 0.926 2.223
C8 -1.204 2.545 2.518
C9 -0.024 0.092 2.992
O3 1.294 0.602 2.616
C10 2.252 -0.419 2.458
C11 2.351 -1.721 3.286
C12 3.411 -2.826 3.085
C13 3.331 -4.127 4.002
C14 4.503 -2.610 1.994
C15 4.439 -1.301 1.164
C16 3.343 -0.190 1.347
C17 3.293 1.177 0.495
C18 4.498 1.257 -0.597
C19 3.536 2.405 1.509
C20 -2.658 0.249 2.791
C21 -2.861 0.398 4.361
O4 -2.405 -0.484 5.139
F1 -3.533 1.494 5.005
H1 -2.532 -6.047 0.779
H2 -4.016 -5.459 -0.183
H3 -3.007 -6.960 -0.831
H4 -3.274 -3.497 -2.524
H5 -3.752 -2.326 -1.175
H6 -0.761 -2.020 -2.091
H7 -1.976 -1.647 -3.414
H8 -3.114 0.150 -2.216
H9 -1.287 0.503 -2.039
H10 -2.362 -1.158 0.400
H11 -3.247 0.513 0.090
H12 -0.141 -0.153 0.490
H13 -0.699 1.529 0.000
H14 -1.321 3.084 1.498
H15 -0.288 2.895 3.101
H16 -2.164 2.813 3.107
H17 -0.200 -1.013 2.737
H18 -0.097 0.188 4.143
H19 1.563 -1.897 4.100
H20 3.209 -5.028 3.285
H21 2.365 -4.074 4.603
H22 4.267 -4.342 4.615
H23 5.313 -3.408 1.809
H24 5.280 -1.164 0.371
H25 2.315 1.279 -0.113
H26 5.450 0.930 -0.039
H27 4.224 0.574 -1.460
H28 4.631 2.356 -0.905
H29 2.553 2.941 1.785
H30 4.206 3.219 1.030
H31 4.031 2.108 2.493
H32 -2.566 -0.886 2.588
H33 -3.593 0.634 2.262
C22 5.449 1.875 5.498
Br1 4.179 0.571 4.828
Br2 6.849 2.245 4.205
Br3 4.572 3.501 6.094
H34 5.929 1.435 6.370
C23 7.279 -1.463 -2.269
Br4 7.100 -1.646 -0.343
Br5 8.159 -3.002 -3.058
Br6 5.581 -1.093 -3.127
H35 7.922 -0.602 -2.447
C24 -6.412 1.399 -3.023
Br7 -5.793 2.275 -4.639
Br8 -6.437 -0.532 -3.212
Br9 -5.399 1.956 -1.468
H36 -7.441 1.716 -2.863
C25 3.378 1.071 -6.220
Br10 2.525 2.797 -6.453
Br11 2.778 0.183 -4.605
Br12 3.165 -0.057 -7.785
H37 4.445 1.256 -6.104
C26 3.241 -0.811 8.751
Br13 5.077 -0.250 9.040
Br14 1.991 0.647 9.024
Br15 3.007 -1.644 7.017
H38 3.017 -1.567 9.502
C27 1.077 5.945 4.318
Br16 2.894 6.631 4.363
Br17 0.189 6.369 2.646
Br18 1.010 4.048 4.709
H39 0.527 6.452 5.108
C28 3.188 1.049 -11.633
Br19 5.002 1.112 -12.315
Br20 2.686 2.709 -10.767
Br21 1.918 0.539 -13.008
H40 3.161 0.271 -10.871
C29 5.127 5.761 -8.315
Br22 4.941 5.592 -6.393
Br23 6.010 4.219 -9.092
Br24 3.425 6.126 -9.172
H41 5.767 6.622 -8.500
C30 -8.963 4.171 -0.368
Br25 -8.338 5.041 -1.985
Br26 -8.994 2.241 -0.556
Br27 -7.951 4.728 1.190
H42 -9.992 4.492 -0.211
C31 -12.003 1.664 2.133
Br28 -13.442 1.308 3.384
Br29 -12.574 1.440 0.293
Br30 -11.202 3.405 2.434
H43 -11.229 0.922 2.319
C32 -3.864 -10.330 -1.494
Br31 -2.039 -9.755 -1.179
Br32 -5.127 -8.875 -1.265
Br33 -4.062 -11.191 -3.221
H44 -4.098 -11.076 -0.737

Cartesian forces (eV/Å) of the 6 atoms listed first:
C 0.4 1.3 0.1
C 1.5 -1.5 -1.2
O -2.7 2.0 3.0
O -0.8 -2.7 -1.5
C 0.2 1.4 0.3
C -0.4 0.1 -0.8

Summary:
HOMO-LUMO gap   0.2224 hartree
F_max   0.10261 hartree/bohr
Energy above the lowest of the compared OMol25 structures with the same formula, charge and spin   167.72 kcal/mol
Total charge   -1
Multiplicity   1

***

Below is the ion C17H14ClN2S with charge +1 in a non-equilibrium geometry, with properties calculated with the ωB97M-V functional and the def2-TZVPD basis.

Atoms and positions in Å:
Cl1 6.196 -1.649 2.897
S1 -3.155 -0.011 0.843
C1 0.462 0.167 -0.632
C2 0.679 -0.126 0.712
C3 -1.467 0.244 0.433
C4 -2.701 1.369 -4.531
C5 -3.231 1.846 -3.343
C6 -1.539 0.580 -4.505
C7 4.357 -1.032 0.877
C8 3.513 -0.881 3.140
C9 3.098 -0.623 0.397
C10 2.260 -0.538 2.637
C11 -2.637 1.485 -2.120
C12 -0.949 0.235 -3.269
C13 4.594 -1.147 2.257
C14 1.992 -0.455 1.276
C15 -1.466 0.691 -2.042
N1 -0.870 0.430 -0.817
N2 -0.593 0.006 1.349
C16 -2.689 -0.459 2.579
C17 -1.117 -0.542 2.619
H1 1.197 0.182 -1.439
H2 -3.167 1.648 -5.484
H3 -4.104 2.489 -3.348
H4 -1.075 0.259 -5.417
H5 5.121 -1.257 0.137
H6 3.700 -0.884 4.199
H7 2.968 -0.449 -0.647
H8 1.476 -0.370 3.338
H9 -3.029 1.863 -1.187
H10 -0.085 -0.416 -3.287
H11 -3.160 -1.403 2.892
H12 -3.074 0.333 3.241
H13 -0.775 -1.584 2.731
H14 -0.730 -0.002 3.512

Cartesian forces (eV/Å) of the 6 atoms listed first:
Cl -1.6 0.5 -0.7
S 0.5 0.0 0.1
C 0.8 -0.4 1.8
C 0.0 0.6 -1.5
C -2.2 0.7 -3.3
C 0.5 0.0 -0.3

Summary:
HOMO-LUMO gap   0.3089 hartree
F_max   0.07712 hartree/bohr
Energy above the lowest of the compared OMol25 structures with the same formula, charge and spin   3.75 kcal/mol
Total charge   +1
Multiplicity   1

***

Below is a cluster of 2 separate species, C5H9N3 in total in a non-equilibrium geometry, with properties calculated with the ωB97M-V functional and the def2-TZVPD basis.

Atoms and positions in Å:
C1 -0.019 -0.289 1.282
C2 0.474 1.957 0.147
C3 1.269 -0.763 -1.118
N1 0.318 0.523 0.101
C4 -1.077 -1.062 0.524
N2 -1.437 -2.255 0.587
C5 -1.345 0.106 -0.487
N3 -2.209 0.592 -1.138
H1 -2.075 -2.525 -0.162
H2 0.810 -0.889 1.658
H3 -0.486 0.308 2.072
H4 -0.147 2.419 0.921
H5 1.523 2.200 0.318
H6 0.159 2.367 -0.817
H7 1.004 -0.280 -2.053
H8 2.276 -0.612 -0.748
H9 0.960 -1.798 -1.087

Cartesian forces (eV/Å) of the 6 atoms listed first:
C 0.5 -0.1 -0.3
C 1.4 -0.1 -0.6
C -0.6 3.3 1.4
N 0.7 -2.5 -1.0
C -0.6 1.0 -0.9
N 0.2 -0.3 0.1

Summary:
HOMO-LUMO gap   0.2864 hartree
F_max   0.06983 hartree/bohr
Energy above the lowest of the compared OMol25 structures with the same formula, charge and spin   124.09 kcal/mol
Total charge   0
Multiplicity   1

***

Below is the molecule CH10N6, with properties calculated with the ωB97M-V functional and the def2-TZVPD basis.

Atoms and positions in Å:
C1 -2.091 -0.588 0.322
N1 1.501 -0.847 0.036
N2 2.009 0.493 0.188
N3 0.161 -0.922 -0.376
N4 1.102 1.553 0.332
N5 -0.733 -0.874 0.732
N6 0.396 1.957 -0.830
H1 1.623 -1.301 0.948
H2 2.579 0.687 -0.641
H3 0.052 -1.774 -0.939
H4 0.418 1.298 1.045
H5 -0.706 -1.750 1.266
H6 -0.050 1.171 -1.309
H7 1.058 2.399 -1.463
H8 -2.111 0.397 -0.140
H9 -2.494 -1.321 -0.388
H10 -2.716 -0.577 1.214

Cartesian forces (eV/Å) of the 6 atoms listed first:
C 0.0 0.0 -0.2
N 0.1 0.0 0.1
N 0.6 -0.6 -0.3
N -0.1 -0.2 -0.2
N -0.3 0.2 0.2
N 0.2 -0.3 0.4

Summary:
SMILES   CNNNNNN
HOMO-LUMO gap   0.3390 hartree
F_max   0.01676 hartree/bohr
Energy above the lowest of the compared OMol25 structures with the same formula, charge and spin   61.07 kcal/mol
Total charge   0
Multiplicity   1

***

Below is a structure of composition C45H34CuNOP, with properties calculated with the ωB97M-V functional and the def2-TZVPD basis.

Atoms and positions in Å:
Cu1 -0.494 -0.361 0.015
C1 -0.786 1.877 4.692
C2 -0.578 0.620 5.238
C3 -0.074 -0.396 4.446
C4 0.254 -0.214 3.095
C5 0.017 1.064 2.541
C6 -0.488 2.081 3.355
C7 0.821 -1.377 2.385
C8 1.791 -2.158 3.000
C9 2.314 -3.279 2.381
C10 1.761 -3.695 1.129
C11 2.166 -4.848 0.445
C12 1.577 -5.231 -0.752
C13 0.554 -4.457 -1.288
C14 0.144 -3.304 -0.638
C15 0.742 -2.883 0.559
N1 0.347 -1.700 1.137
H1 -1.167 2.691 5.296
H2 -0.815 0.422 6.275
H3 0.055 -1.384 4.868
H4 -0.612 3.068 2.925
H5 2.159 -1.856 3.973
H6 3.099 -3.862 2.843
H7 2.954 -5.454 0.879
H8 1.907 -6.132 -1.255
H9 0.074 -4.749 -2.214
H10 -0.653 -2.697 -1.060
C16 -6.341 1.860 3.066
C17 -6.449 1.136 1.889
C18 -5.320 0.867 1.127
C19 -4.068 1.319 1.536
C20 -3.968 2.044 2.723
C21 -5.096 2.314 3.479
P1 -2.551 0.925 0.595
C22 -3.229 0.519 -1.062
C23 -3.351 -0.853 -1.296
C24 -3.833 -1.332 -2.507
C25 -4.187 -0.441 -3.509
C26 -4.063 0.924 -3.290
C27 -3.591 1.401 -2.075
C28 -1.693 2.527 0.390
C29 -2.309 3.640 -0.114
C30 -1.567 4.651 -0.765
C31 -0.237 4.457 -0.996
C32 0.449 3.346 -0.439
C33 1.822 3.122 -0.702
C34 2.477 2.081 -0.107
C35 1.826 1.321 0.885
C36 0.498 1.523 1.199
C37 -0.257 2.452 0.398
H11 -7.222 2.071 3.658
H12 -7.416 0.778 1.557
H13 -5.424 0.305 0.208
H14 -3.003 2.396 3.060
H15 -5.000 2.879 4.398
H16 -3.057 -1.556 -0.522
H17 -3.922 -2.399 -2.664
H18 -4.558 -0.808 -4.458
H19 -4.335 1.624 -4.070
H20 -3.490 2.467 -1.934
H21 -3.390 3.717 -0.077
H22 -2.071 5.527 -1.153
H23 0.329 5.166 -1.590
H24 2.339 3.790 -1.380
H25 3.520 1.891 -0.325
H26 2.395 0.621 1.487
C38 -0.424 0.419 -4.223
C39 0.153 -0.033 -2.916
O1 -0.322 0.412 -1.875
C40 1.277 -0.999 -2.909
C41 1.514 -1.832 -4.002
C42 2.534 -2.767 -3.952
C43 3.336 -2.856 -2.822
C44 3.126 -2.009 -1.743
C45 2.094 -1.089 -1.782
H27 -1.089 1.261 -4.048
H28 -1.008 -0.401 -4.648
H29 0.358 0.677 -4.935
H30 0.889 -1.767 -4.884
H31 2.701 -3.431 -4.789
H32 4.124 -3.596 -2.777
H33 3.741 -2.091 -0.857
H34 1.915 -0.443 -0.933

Cartesian forces (eV/Å) of the 6 atoms listed first:
Cu -0.2 0.1 0.3
C 0.0 0.0 0.0
C 0.0 0.0 0.0
C 0.0 0.0 0.0
C 0.0 0.1 0.1
C 0.0 -0.1 0.0

Summary:
HOMO-LUMO gap (alpha / beta)   0.1543 / 0.2620 hartree
F_max   0.00649 hartree/bohr
Expectation value of S²   0.77
Energy above the lowest of the compared OMol25 structures with the same formula, charge and spin   0.00 kcal/mol
Total charge   0
Multiplicity   2

***

Below is a structure of composition C9H8BrF3N2 in a non-equilibrium geometry, with properties calculated with the ωB97M-V functional and the def2-TZVPD basis.

Atoms and positions in Å:
C1 1.016 -0.795 2.173
C2 0.421 1.618 2.128
C3 0.889 0.560 2.769
C4 0.444 -1.147 0.942
C5 -0.055 0.589 0.091
C6 -0.253 -1.753 2.039
C7 -0.498 -0.730 -2.096
C8 -0.641 1.484 -2.215
C9 -0.638 0.385 -3.246
N1 -0.070 1.631 0.796
N2 -0.380 0.472 -1.170
F1 1.002 -2.001 0.029
F2 -1.781 0.159 -3.951
F3 0.424 0.412 -4.045
Br1 1.547 0.827 4.524
H1 1.957 -1.355 2.531
H2 0.127 2.497 2.629
H3 0.045 -2.724 2.344
H4 -1.253 -1.607 2.295
H5 -1.176 -1.525 -1.829
H6 0.438 -1.099 -2.328
H7 0.169 2.202 -2.196
H8 -1.733 1.899 -2.214

Cartesian forces (eV/Å) of the 6 atoms listed first:
C 2.2 -0.6 3.6
C -1.5 -0.6 -1.2
C 0.6 -0.2 -0.6
C -1.6 2.7 -4.6
C 0.2 -3.6 2.5
C 1.2 0.3 0.6

Summary:
HOMO-LUMO gap   0.3280 hartree
F_max   0.10888 hartree/bohr
Energy above the lowest of the compared OMol25 structures with the same formula, charge and spin   83.74 kcal/mol
Total charge   0
Multiplicity   1

***

Below is the ion C21H21N4O6S3 with charge -1 in a non-equilibrium geometry, with properties calculated with the ωB97M-V functional and the def2-TZVPD basis.

Atoms and positions in Å:
C1 3.358 -3.303 4.638
C2 2.701 -1.934 4.506
C3 1.279 -1.987 3.955
N1 1.206 -2.801 2.739
C4 0.260 -2.587 1.798
S1 -0.925 -1.306 2.092
S2 0.192 -3.447 0.383
C5 1.859 -4.115 2.744
C6 3.266 -4.082 3.329
H1 4.414 -3.171 4.893
H2 2.892 -3.876 5.450
H3 2.676 -1.437 5.479
H4 3.309 -1.310 3.839
H5 0.599 -2.391 4.726
H6 0.935 -0.971 3.714
H7 1.244 -4.840 3.313
H8 1.882 -4.447 1.693
H9 3.941 -3.636 2.587
H10 3.590 -5.115 3.490
C7 2.151 3.438 -4.895
C8 1.611 3.007 -3.558
C9 1.160 3.965 -2.644
C10 0.679 3.588 -1.395
C11 0.620 2.230 -1.062
S3 0.055 1.758 0.557
O1 1.031 0.866 1.126
O2 -0.397 2.935 1.239
N2 -1.306 0.731 0.293
C12 -2.367 1.098 -0.542
C13 -2.612 2.284 -1.212
C14 -3.683 2.326 -2.127
N3 -3.882 3.476 -2.949
O3 -4.858 3.466 -3.741
O4 -3.083 4.438 -2.868
C15 -4.526 1.192 -2.330
C16 -4.285 0.002 -1.658
C17 -3.196 -0.058 -0.763
C18 -2.596 -1.144 -0.109
N4 -2.997 -2.462 -0.281
O5 -4.120 -2.695 -0.794
O6 -2.251 -3.421 0.078
C19 -1.251 -0.748 0.448
C20 1.091 1.260 -1.950
C21 1.571 1.655 -3.197
H11 2.319 2.569 -5.541
H12 1.454 4.117 -5.402
H13 3.104 3.975 -4.793
H14 1.196 5.023 -2.910
H15 0.341 4.337 -0.684
H16 -1.998 3.166 -1.059
H17 -5.343 1.272 -3.041
H18 -4.893 -0.885 -1.816
H19 -0.458 -1.123 -0.229
H20 1.097 0.214 -1.660
H21 1.943 0.905 -3.900

Cartesian forces (eV/Å) of the 6 atoms listed first:
C 0.0 -0.1 -0.1
C 0.1 0.2 -0.1
C -0.1 -0.1 0.2
N -0.1 0.0 0.7
C 0.3 -0.2 -1.5
S 0.3 -0.1 1.3

Summary:
HOMO-LUMO gap   0.2240 hartree
F_max   0.05272 hartree/bohr
Energy above the lowest of the compared OMol25 structures with the same formula, charge and spin   8.45 kcal/mol
Total charge   -1
Multiplicity   1

***

Below is the molecule C17H12N4OS in a non-equilibrium geometry, with properties calculated with the ωB97M-V functional and the def2-TZVPD basis.

Atoms and positions in Å:
N1 -6.472 -3.537 -0.127
C1 -5.690 -2.698 -0.108
C2 -4.726 -1.666 -0.084
C3 -3.372 -1.975 0.055
C4 -2.438 -0.963 0.080
C5 -2.827 0.374 -0.034
C6 -4.185 0.673 -0.171
C7 -5.126 -0.333 -0.197
H1 -6.175 -0.099 -0.302
H2 -4.506 1.700 -0.253
C8 -1.809 1.413 -0.003
C9 -1.995 2.748 -0.218
S1 -0.512 3.623 -0.096
C10 0.275 2.082 0.248
N2 -0.510 1.063 0.260
N3 1.585 2.036 0.595
N4 2.209 0.784 0.617
C11 3.420 0.657 0.003
O1 3.974 1.633 -0.471
C12 3.992 -0.710 0.004
C13 3.636 -1.680 0.938
C14 4.216 -2.935 0.883
C15 5.148 -3.233 -0.098
C16 5.514 -2.267 -1.022
C17 4.944 -1.010 -0.968
H3 5.221 -0.240 -1.672
H4 6.248 -2.494 -1.781
H5 5.594 -4.216 -0.137
H6 3.942 -3.683 1.611
H7 2.932 -1.453 1.725
H8 1.575 0.019 0.794
H9 2.229 2.731 0.218
H10 -2.896 3.278 -0.447
H11 -1.389 -1.189 0.185
H12 -3.067 -3.008 0.143

Cartesian forces (eV/Å) of the 6 atoms listed first:
N -0.2 -0.2 0.0
C -0.4 -0.4 0.0
C 0.7 0.7 0.0
C -0.3 0.0 0.0
C 0.0 0.2 0.0
C -0.4 -0.5 0.0

Summary:
SMILES   N#Cc1ccc(-c2csc(NNC(=O)c3ccccc3)n2)cc1
HOMO-LUMO gap   0.2952 hartree
F_max   0.02344 hartree/bohr
Energy above the lowest of the compared OMol25 structures with the same formula, charge and spin   14.57 kcal/mol
Total charge   0
Multiplicity   1

***

Q: F_max of number 7 (C21H21N4O6S3)?
A: 0.05272 hartree/bohr

***

Q: Among the records above, which one has the highest F_max?
A: C9H8BrF3N2

***

Q: Which value of multiplicity does entry 3 give?
A: 1